DFT (ωB97M-V/def2-TZVPD) results for 3 unconnected molecules or ions with the total composition C31H45ClFNO13 in a non-equilibrium geometry.

Computed properties:
- E_LUMO (hartree) = -0.063
- SMILES = CCCCO[C@H](COCCC)O[C@@H](CCC(=O)O)[C@@H](CCF)N[C@@H](Cl)CC.O=C1C=C(O)C(=O)C=C1O.O=C1C=C(O)C(=O)C=C1O
- M (g/mol) = 694.146
- E_HOMO (eV) = -9.43
- Kohn-Sham gap (eV) = 7.709

The geometry in ORCA input format:
```
! RIJCOSX wB97M-V def2-TZVPD def2/J DEFGRID3
* xyz 0 1
C -4.490 -1.543 2.009
C -5.424 -0.268 1.573
C -4.591 0.940 0.790
C -3.967 1.898 1.974
O -2.610 2.402 1.709
C -1.597 1.333 1.766
C -1.038 1.333 3.343
O 0.389 1.739 3.313
C 0.950 1.849 4.669
C 1.601 0.348 5.015
C 2.100 0.248 6.607
O -0.410 1.556 0.926
C -0.746 1.391 -0.527
C -0.193 2.735 -1.273
C -1.160 3.271 -2.517
C -1.933 2.077 -3.325
O -1.459 1.770 -4.562
O -3.120 1.330 -2.884
C -0.163 -0.032 -1.064
C 0.835 0.031 -2.355
C 2.419 0.327 -1.996
F 3.145 -0.968 -1.877
N 0.419 -0.792 0.142
C 0.616 -2.259 -0.169
Cl 1.769 -2.976 1.147
C -0.770 -3.157 -0.069
C -1.154 -3.599 -1.610
H -3.924 -1.339 3.040
H -5.156 -2.505 2.216
H -3.695 -1.857 1.180
H -6.317 -0.699 0.920
H -5.868 0.180 2.586
H -5.241 1.510 -0.006
H -3.729 0.393 0.185
H -3.885 1.224 2.954
H -4.726 2.767 2.213
H -2.006 0.252 1.584
H -1.605 2.207 3.925
H -1.194 0.297 3.870
H 0.149 2.149 5.480
H 1.815 2.667 4.608
H 2.476 0.061 4.261
H 0.709 -0.419 4.816
H 2.260 1.306 7.085
H 1.261 -0.334 7.181
H 3.088 -0.422 6.608
H -1.915 1.340 -0.570
H 0.957 2.696 -1.576
H -0.249 3.609 -0.460
H -2.008 3.918 -1.981
H -0.598 4.048 -3.224
H -2.843 0.433 -2.484
H -1.104 -0.686 -1.398
H 0.535 0.788 -3.195
H 0.812 -1.052 -2.854
H 2.426 0.871 -0.943
H 2.907 1.069 -2.779
H 1.308 -0.354 0.471
H 1.141 -2.486 -1.190
H -1.640 -2.618 0.510
H -0.513 -4.171 0.503
H -0.657 -4.660 -1.788
H -2.306 -3.653 -1.813
H -0.637 -2.866 -2.395
O 3.013 -6.162 1.458
C 3.692 -6.439 2.441
C 4.375 -7.734 2.585
C 5.093 -8.010 3.675
O 5.739 -9.224 3.816
C 5.226 -7.024 4.783
O 5.878 -7.313 5.781
C 4.564 -5.719 4.629
C 3.849 -5.442 3.537
O 3.225 -4.218 3.384
H 4.267 -8.442 1.773
H 6.188 -9.181 4.688
H 4.684 -5.005 5.434
H 2.771 -4.263 2.514
O -1.599 6.245 -9.205
C -0.920 5.969 -8.222
C -0.238 4.673 -8.079
C 0.480 4.398 -6.988
O 1.127 3.184 -6.848
C 0.614 5.384 -5.881
O 1.265 5.095 -4.883
C -0.049 6.688 -6.035
C -0.764 6.965 -7.127
O -1.387 8.190 -7.280
H -0.345 3.965 -8.890
H 1.576 3.226 -5.976
H 0.071 7.402 -5.230
H -1.841 8.145 -8.149
*
```